1.
ORCA calculation (ωB97M-V with the def2-TZVPD basis set) on C14H20N2O4 in the gas phase.

Each line ends with the Löwdin charge.
Geometry (Å):
C1 -5.097 -1.072 1.734  0.0275
C2 -5.680 -1.133 0.553  -0.1357
C3 -5.226 -0.431 -0.693  -0.1221
N1 -3.957 0.257 -0.528  0.0626
C4 -2.803 -0.456 -0.540  -0.2525
O1 -2.928 -1.730 -0.789  0.1410
C5 -1.562 0.144 -0.307  0.0016
C6 -0.381 -0.705 -0.327  -0.2931
O2 -0.483 -1.916 -0.574  0.0641
C7 0.950 -0.090 -0.035  -0.1211
C8 2.085 -1.110 -0.070  -0.1952
C9 3.403 -0.546 0.457  -0.2144
C10 3.980 0.557 -0.428  -0.2267
C11 5.310 1.106 0.091  -0.2700
C12 6.458 0.107 -0.006  -0.1162
C13 -1.506 1.566 -0.049  -0.4073
O3 -0.527 2.241 0.176  0.0799
N2 -2.759 2.187 -0.079  0.2146
C14 -3.986 1.631 -0.294  -0.4638
O4 -5.010 2.265 -0.296  0.1097
H1 -5.491 -1.603 2.582  0.0574
H2 -4.205 -0.494 1.915  0.0636
H3 -6.576 -1.720 0.410  0.1028
H4 -5.963 0.328 -0.973  0.1305
H5 -5.126 -1.155 -1.507  0.1331
H6 -1.960 -2.114 -0.764  0.1035
H7 0.896 0.393 0.944  0.1388
H8 1.116 0.715 -0.753  0.1271
H9 1.796 -1.970 0.538  0.1144
H10 2.218 -1.466 -1.093  0.1206
H11 4.120 -1.366 0.524  0.1040
H12 3.251 -0.153 1.465  0.1177
H13 4.122 0.171 -1.441  0.1161
H14 3.268 1.383 -0.482  0.1054
H15 5.188 1.419 1.131  0.1057
H16 5.569 1.994 -0.491  0.1022
H17 7.391 0.576 0.297  0.0668
H18 6.288 -0.751 0.639  0.0614
H19 6.568 -0.247 -1.029  0.0726
H20 -2.752 3.188 0.092  0.1732

Atoms 1-3, force components in eV/Å:
-0.03 -0.02 0.06
-0.02 0.08 -0.17
-0.33 -0.12 -0.08

* frontier orbital gap: 9.97 eV
* HOMO energy: -9.46 eV
* relative energy (zero: lowest compared OMol25 entry of this formula, charge and spin): 0.318 eV
* structure (SMILES): C=CCn1c(O)c(C(=O)CCCCCC)c(=O)[nH]c1=O

=====

2.
ORCA calculation (ωB97M-V with the def2-TZVPD basis set) on a 9-piece molecular cluster, C38H70O10 overall at a distorted geometry.

Each line ends with the Löwdin charge.
Geometry (Å):
O1 -1.529 -3.198 -4.299  0.0406
C1 -0.591 -2.671 -3.440  -0.2880
C2 -0.363 -1.294 -3.257  -0.0353
C3 0.625 -0.828 -2.481  -0.0355
C4 1.461 -1.675 -1.778  -0.3195
O2 2.524 -1.303 -1.002  0.0406
C5 1.250 -3.031 -1.902  -0.0194
C6 0.248 -3.553 -2.722  -0.0018
H1 -1.920 -2.536 -4.860  0.0686
H2 -1.003 -0.646 -3.858  0.0963
H3 0.846 0.227 -2.513  0.0986
H4 2.286 -0.442 -0.605  0.0768
H5 1.873 -3.744 -1.382  0.0913
H6 0.138 -4.648 -2.839  0.1257
C7 3.653 -5.945 1.517  -0.1295
C8 2.885 -5.007 2.500  -0.1409
C9 2.556 -3.770 1.638  -0.1865
O3 3.232 -3.894 0.387  -0.1990
C10 3.328 -5.312 0.122  -0.1789
H7 3.377 -6.976 1.476  0.0961
H8 4.701 -5.798 1.732  0.0981
H9 3.436 -4.803 3.395  0.0931
H10 1.993 -5.450 2.899  0.0853
H11 2.872 -2.824 2.096  0.1171
H12 1.467 -3.758 1.375  0.1021
H13 4.130 -5.464 -0.606  0.1256
H14 2.360 -5.726 -0.182  0.1146
C11 -1.184 -3.700 0.781  -0.1690
C12 -1.251 -3.929 2.307  -0.1617
C13 -2.669 -4.364 2.563  -0.2076
O4 -3.043 -4.994 1.335  -0.1396
C14 -2.591 -4.107 0.337  -0.2124
H15 -0.401 -4.267 0.324  0.0797
H16 -0.963 -2.690 0.526  0.0902
H17 -0.944 -2.994 2.768  0.1023
H18 -0.557 -4.726 2.683  0.1154
H19 -3.413 -3.598 2.841  0.1255
H20 -2.739 -5.150 3.279  0.1084
H21 -3.257 -3.211 0.267  0.1254
H22 -2.578 -4.635 -0.654  0.1340
C15 -4.361 3.838 0.263  -0.1715
C16 -5.145 2.564 0.433  -0.1785
C17 -5.787 2.655 1.824  -0.1994
O5 -5.377 3.933 2.354  -0.1304
C18 -4.143 4.225 1.706  -0.2299
H23 -4.959 4.631 -0.114  0.1048
H24 -3.479 3.706 -0.354  0.1140
H25 -4.467 1.674 0.445  0.1229
H26 -5.978 2.483 -0.252  0.1009
H27 -5.476 1.828 2.521  0.1196
H28 -6.902 2.511 1.834  0.1243
H29 -3.324 3.577 2.063  0.1120
H30 -3.853 5.258 1.824  0.1183
C19 -1.318 5.011 4.483  -0.1380
C20 -0.768 6.364 3.865  -0.1684
C21 0.672 6.088 3.601  -0.2192
O6 0.799 4.657 3.359  -0.1846
C22 -0.431 3.994 3.823  -0.2022
H31 -2.337 4.824 4.118  0.0981
H32 -1.235 5.025 5.560  0.1061
H33 -0.860 7.268 4.573  0.1361
H34 -1.224 6.634 2.920  0.0975
H35 1.231 6.293 4.552  0.1250
H36 1.101 6.561 2.697  0.1262
H37 -0.021 3.226 4.557  0.1306
H38 -0.844 3.566 2.910  0.1003
C23 -5.997 -0.824 -4.099  -0.1494
C24 -5.037 0.348 -4.040  -0.1811
C25 -3.705 -0.290 -4.110  -0.2664
O7 -3.818 -1.290 -5.073  -0.1527
C26 -5.118 -1.913 -4.797  -0.1407
H39 -6.873 -0.674 -4.664  0.0903
H40 -6.228 -1.077 -3.049  0.1161
H41 -5.260 0.928 -3.128  0.1145
H42 -5.268 1.059 -4.836  0.1183
H43 -3.402 -0.709 -3.158  0.1241
H44 -2.883 0.307 -4.490  0.1103
H45 -5.045 -2.818 -4.142  0.1270
H46 -5.476 -2.188 -5.796  0.1172
C27 -0.022 2.443 -4.211  -0.1592
C28 0.558 3.785 -4.635  -0.1338
C29 -0.112 4.766 -3.629  -0.2281
O8 -0.802 4.036 -2.677  -0.1609
C30 -0.329 2.693 -2.713  -0.2036
H47 0.570 1.576 -4.345  0.0832
H48 -0.981 2.192 -4.682  0.1105
H49 0.313 4.001 -5.670  0.1055
H50 1.629 3.864 -4.466  0.1083
H51 -0.958 5.344 -4.007  0.1171
H52 0.573 5.479 -3.163  0.1130
H53 -1.142 2.066 -2.336  0.1104
H54 0.508 2.639 -1.935  0.1316
C31 1.209 0.962 2.612  -0.1140
C32 2.731 1.293 2.366  -0.1402
C33 2.694 1.890 0.957  -0.1939
O9 1.549 1.367 0.282  -0.2050
C34 0.567 0.934 1.193  -0.1865
H55 0.845 1.728 3.210  0.0361
H56 1.130 -0.102 3.073  0.1359
H57 3.408 0.363 2.440  0.1112
H58 3.034 2.043 3.102  0.1054
H59 3.568 1.662 0.282  0.1318
H60 2.557 2.988 1.075  0.1234
H61 0.318 -0.057 0.783  0.1083
H62 -0.300 1.602 1.037  0.1161
C35 6.404 -2.329 1.604  -0.1433
C36 6.184 -0.766 1.715  -0.1566
C37 7.482 -0.178 1.110  -0.1504
O10 8.198 -1.318 0.477  -0.1662
C38 7.313 -2.429 0.360  -0.2158
H63 5.478 -2.900 1.473  0.0873
H64 6.966 -2.730 2.458  0.1089
H65 5.960 -0.384 2.718  0.0991
H66 5.318 -0.420 1.133  0.0860
H67 8.148 0.299 1.810  0.1061
H68 7.187 0.485 0.288  0.1096
H69 7.913 -3.362 0.480  0.1295
H70 6.688 -2.347 -0.521  0.1148

Atoms 1-3, force components in eV/Å:
0.73 -0.49 0.91
0.78 -0.35 0.53
-2.38 -1.67 -2.09

* frontier orbital gap: 8.06 eV
* HOMO energy: -7.74 eV
* structure (SMILES): Oc1ccc(O)cc1.C1CCOC1.C1CCOC1.C1CCOC1.C1CCOC1.C1CCOC1.C1CCOC1.C1CCOC1.C1CCOC1